Entry 1:
C4H4N2O | ωB97M-V/def2-TZVPD

The geometry in ORCA input format:
```
! wB97M-V def2-TZVPD RIJCOSX def2/J DEFGRID3
* xyz 0 1
C -1.01497 -1.71099 0.37126
C -1.84532 2.15311 -0.30394
C 2.30510 -0.51365 -0.03515
C -0.00962 -0.76226 0.38200
N -1.96134 -2.35869 0.46231
N -1.16007 2.72228 -1.02428
O 1.16052 -1.19084 -0.04963
H 2.92191 -1.04456 -0.72545
H 2.36645 0.59686 0.06153
H -2.53143 1.77630 0.40992
H -0.23123 0.33244 0.45144
*
```

Summary:
Electronic energy   -9235.4983 eV
Lowest unoccupied orbital energy (spin up / spin down)   -0.79 / -0.22 eV
E_HOMO (spin up / spin down)   -0.3218 / -0.3202 Ha
Largest force on an atom   1.47 eV/A

Entry 2:
C4H4N2O | ωB97M-V/def2-TZVPD

The geometry in ORCA input format:
```
! wB97M-V def2-TZVPD RIJCOSX def2/J DEFGRID3
* xyz 0 1
C -0.78361 1.59101 -1.18684
C 0.29104 1.13472 -0.65613
C 0.20335 -0.05600 0.22603
C -0.03975 -1.96716 1.20452
H -0.58421 2.54265 -1.66733
H -1.75537 1.31051 -0.98744
H 1.31089 1.53145 -0.92897
H -0.73336 -2.91619 1.49542
N -0.57546 -0.73237 0.68980
N 1.27521 -1.86166 1.20750
O 1.39128 -0.57694 0.60345
*
```

Summary:
Electronic energy   -9236.1460 eV
SMILES   C=Cc1ncno1
Lowest unoccupied orbital energy   0.72 eV
E_HOMO   -0.3784 Ha
Largest force on an atom   18.46 eV/A

Entry 3:
C4H4N2O | ωB97M-V/def2-TZVPD

The geometry in ORCA input format:
```
! wB97M-V def2-TZVPD RIJCOSX def2/J DEFGRID3
* xyz 0 1
C 2.26601 0.28307 0.20782
C 1.32652 1.27334 0.13084
C -0.18130 -0.33102 -0.02663
C -1.64718 -0.52739 -0.10746
N 2.00162 -0.90548 0.02850
N 0.70465 -1.20041 0.40541
O 0.09141 0.90348 -0.43776
H 1.46062 2.37101 0.16114
H -1.82901 -1.35652 -0.91854
H -2.12590 0.38320 -0.40661
H -2.06744 -0.89329 0.96330
*
```

Summary:
Electronic energy   -9235.2915 eV
SMILES   CC1=NN=C=CO1
Lowest unoccupied orbital energy (spin up / spin down)   -0.83 / -0.87 eV
E_HOMO (spin up / spin down)   -0.3212 / -0.3247 Ha
Largest force on an atom   3.91 eV/A

Entry 4:
C4H4N2O | ωB97M-V/def2-TZVPD

The geometry in ORCA input format:
```
! wB97M-V def2-TZVPD RIJCOSX def2/J DEFGRID3
* xyz 0 1
C 2.25976 -0.34329 -0.05783
C 1.41039 -1.10617 -0.67211
C -0.16271 0.26856 0.22631
C -1.68077 0.49940 0.20675
N 1.96221 0.58481 0.85768
N 0.73158 1.13109 0.57567
O 0.08781 -0.98222 -0.15272
H 1.49347 -1.64553 -1.55053
H -2.24011 0.56703 1.16620
H -2.07050 -0.37135 -0.36738
H -1.79114 1.39768 -0.23204
*
```

Summary:
Electronic energy   -9235.4147 eV
SMILES   CC1=NN=C=CO1
Lowest unoccupied orbital energy (spin up / spin down)   -1.04 / -1.04 eV
E_HOMO (spin up / spin down)   -0.3357 / -0.3354 Ha
Largest force on an atom   4.07 eV/A

Entry 5:
C4H4N2O | ωB97M-V/def2-TZVPD

The geometry in ORCA input format:
```
! wB97M-V def2-TZVPD RIJCOSX def2/J DEFGRID3
* xyz 0 1
N 0.25378 1.41810 -1.73341
C 0.07075 1.00917 -0.60323
C 0.71005 0.83666 0.66613
C 0.50380 -0.42331 1.09802
C -0.25469 -1.40335 0.34469
N -1.27846 -1.20441 -0.43043
O -1.50128 0.03378 -0.75514
H -0.53178 1.24059 -2.35944
H 1.26942 1.63879 1.13654
H 0.88588 -0.72188 2.06212
H -0.12747 -2.42414 0.57416
*
```

Summary:
Electronic energy   -9236.3783 eV
Lowest unoccupied orbital energy   -0.33 eV
E_HOMO   -0.3358 Ha
Largest force on an atom   2.44 eV/A

Entry 6:
C4H4N2O2 | ωB97M-V/def2-TZVPD

The geometry in ORCA input format:
```
! wB97M-V def2-TZVPD RIJCOSX def2/J DEFGRID3
* xyz 0 1
C -1.84955 -0.34876 0.23277
C -1.37266 0.95081 0.48926
C -0.79658 -0.92857 -0.37561
C 2.52063 0.03780 -0.01015
N -0.14261 1.13650 0.10947
N 0.16940 0.01648 -0.47567
O 2.31631 -0.09851 1.13065
O 1.45244 -0.10341 -1.03111
H -2.88204 -0.79553 0.51944
H -2.02441 1.85027 0.73659
H -0.74445 -1.99139 -0.80099
H 3.35353 0.27430 -0.52465
*
```

Summary:
Electronic energy   -11284.7698 eV
SMILES   O=COn1cccn1
Lowest unoccupied orbital energy   0.96 eV
E_HOMO   -0.3515 Ha
Largest force on an atom   5.06 eV/A

Entry 7:
C4H4N2O2 | ωB97M-V/def2-TZVPD

The geometry in ORCA input format:
```
! wB97M-V def2-TZVPD RIJCOSX def2/J DEFGRID3
* xyz 0 1
C -2.62139 -0.17935 0.45566
C 0.43365 0.97324 -0.73150
C 1.77366 0.75355 0.02268
C 1.91500 -0.89518 0.13849
H -2.28743 -0.50273 1.49194
H -3.60210 -0.43803 0.08368
H 0.01060 1.99826 -0.73800
H 0.85660 -1.60387 0.28510
N -1.76715 -0.12095 -0.54989
N -0.40525 -0.05196 -0.44782
O 2.61248 1.64334 0.27390
O 3.08132 -1.57632 -0.28425
*
```

Summary:
Electronic energy   -11281.2608 eV
SMILES   C=N/N=C/C(=O)C=O
Lowest unoccupied orbital energy   -1.47 eV
E_HOMO   -0.3556 Ha
Largest force on an atom   9.95 eV/A

Entry 8:
C4H4N2O2 | ωB97M-V/def2-TZVPD

The geometry in ORCA input format:
```
! wB97M-V def2-TZVPD RIJCOSX def2/J DEFGRID3
* xyz 0 1
C 0.22915 0.67555 0.70977
C -1.12502 0.21637 0.48092
C -1.32792 -0.68376 -0.54405
C 0.99566 -0.64410 -1.19254
H -0.02556 1.15438 2.28593
H -1.98830 0.25459 1.08020
H -2.34984 -1.24688 -0.68113
H 2.11806 0.57047 -0.30985
N -0.34246 -1.10509 -1.41256
N 1.18250 0.14165 -0.14689
O 0.64832 1.61202 1.58312
O 1.98543 -0.94520 -1.85293
*
```

Summary:
Electronic energy   -11286.3478 eV
SMILES   O=c1nccc(O)[nH]1
Lowest unoccupied orbital energy   -0.04 eV
E_HOMO   -0.3322 Ha
Largest force on an atom   5.12 eV/A

Entry 9:
C4H4N2O2 | ωB97M-V/def2-TZVPD

The geometry in ORCA input format:
```
! wB97M-V def2-TZVPD RIJCOSX def2/J DEFGRID3
* xyz 0 1
C 2.82310 -0.44645 0.55328
C -1.32346 -0.41356 0.34307
C 1.07744 1.20504 -0.07821
C -2.39171 -0.14565 -0.57119
N 2.09858 0.59977 0.04037
N -0.42434 -0.65509 1.00551
O 3.90618 -0.67489 0.11840
O 0.07240 1.73598 -0.31345
H 2.16985 -0.90153 1.32751
H -2.66722 0.87000 -0.51933
H -3.20100 -0.74264 -0.23589
H -2.13985 -0.43099 -1.67007
*
```

Summary:
Electronic energy   -11286.9644 eV
SMILES   O=C=NC=O.CC#N
Lowest unoccupied orbital energy   0.58 eV
E_HOMO   -0.4003 Ha
Largest force on an atom   2.41 eV/A

Entry 10:
C4H4N2O2 | ωB97M-V/def2-TZVPD

The geometry in ORCA input format:
```
! wB97M-V def2-TZVPD RIJCOSX def2/J DEFGRID3
* xyz 0 1
C 1.73976 -0.84269 0.64311
C 1.10843 -1.94275 -1.62577
C 1.42541 -1.41262 -0.58559
C -1.73972 0.97575 -0.46126
N 2.30873 -0.43576 1.55939
N -0.77688 1.17929 0.39606
O -0.60238 0.19885 1.40540
O -0.09913 2.23714 0.51287
H -0.32870 0.73140 2.22148
H 0.96864 -2.45816 -2.51217
H -2.26499 0.04992 -0.24607
H -1.73917 1.71962 -1.30745
*
```

Summary:
Electronic energy   -11281.3602 eV
SMILES   C=[N+]([O-])O.C#CC#N
Lowest unoccupied orbital energy   0.48 eV
E_HOMO   -0.3435 Ha
Largest force on an atom   2.62 eV/A

Entry 11:
C4H4N2O2 | ωB97M-V/def2-TZVPD

The geometry in ORCA input format:
```
! wB97M-V def2-TZVPD RIJCOSX def2/J DEFGRID3
* xyz 0 1
N 0.50116 -0.89300 0.97587
C -0.76949 -0.84193 -0.06428
C 1.48520 -0.18465 0.38533
N -1.64964 0.14842 0.21351
C 0.87035 0.72491 -0.66004
C 0.60203 1.77430 -1.20651
O -1.05926 -1.85914 -0.64199
O 2.65593 -0.50206 0.26136
H 0.84320 -1.82092 1.20295
H -2.61394 -0.16064 0.23512
H -1.36365 0.84872 0.88208
H 0.49811 2.76599 -1.58340
*
```

Summary:
Electronic energy   -11285.0277 eV
SMILES   C#CC(=O)NC(N)=O
Lowest unoccupied orbital energy   0.03 eV
E_HOMO   -0.3770 Ha
Largest force on an atom   4.34 eV/A

Entry 12:
C4H4N2O2 | ωB97M-V/def2-TZVPD

The geometry in ORCA input format:
```
! wB97M-V def2-TZVPD RIJCOSX def2/J DEFGRID3
* xyz 0 1
C 1.10433 -0.05427 0.01977
C -0.41784 1.36271 0.57474
C -1.52424 0.64663 -0.34158
C 0.26527 -1.23964 0.52025
H -0.61803 2.37737 0.38463
H -0.45837 0.95497 1.65217
H -2.00615 1.45472 -0.82065
H 0.74988 -1.85261 1.36591
N -1.59806 -0.61005 -0.59318
N -0.89318 -1.43790 0.22653
O 2.08648 -0.36607 -0.56464
O 0.81430 1.25464 -0.01718
*
```

Summary:
Electronic energy   -11284.3748 eV
SMILES   O=C1C=NN=CCO1
Lowest unoccupied orbital energy   0.08 eV
E_HOMO   -0.3717 Ha
Largest force on an atom   5.34 eV/A

Going through the records in order, we get relative energy (zero: lowest compared OMol25 entry of this formula, charge and spin) values of 115.1; 100.1; 119.8; 117.0; 94.8; 86.9; 167.9; 50.5; 36.3; 165.6; 81.0; 96.0 kcal/mol.